# C4H6ClFN2

A single C4H6ClFN2 molecule (ωB97M-V/def2-TZVPD, the Open Molecules 2025 dataset).

Last column: Löwdin charge in e.
CARTESIAN COORDINATES (ANGSTROEM)
F  -1.55463  -0.45677  -1.58886  -0.0187
C  -1.12102  0.71747  -1.05912  -0.7142
Cl  -0.67597  1.79793  -2.39150  0.6566
C  0.01766  0.49645  -0.06487  -0.3726
C  -0.32330  -0.49299  1.02240  -0.1277
C  1.01146  -1.19299  1.17202  -0.1296
N  1.81434  -0.93960  0.17799  0.0304
N  1.13578  -0.13681  -0.75620  -0.0355
H  -1.90378  1.24020  -0.49780  0.1096
H  0.25491  1.44967  0.43426  0.1494
H  -1.07965  -1.25521  0.75652  0.1227
H  -0.71250  -0.01595  1.92559  0.1141
H  1.40989  -1.82317  1.97162  0.1061
H  1.72682  0.61176  -1.10207  0.1096

Output
Orbital gap in eV: 9.9128
LUMO energy in eV: 0.8
Net charge: 0
Relative energy (zero: lowest compared OMol25 entry of this formula, charge and spin) in kcal per mole: 16.41
SMILES: F[C@H](Cl)[C@H]1CC=NN1
Highest occupied orbital energy in eV: -9.1



# C39H105N3O30S9

12 unconnected molecules or ions with the total composition C39H105N3O30S9 (ωB97M-V/def2-TZVPD, the Open Molecules 2025 dataset).

Last column: Löwdin charge in e.
CARTESIAN COORDINATES (ANGSTROEM)
C  1.72576  -1.74476  -4.16469  -0.0454
C  2.14903  -1.72519  -2.74864  -0.2065
O  3.36589  -0.88743  -2.68466  -0.2452
S  4.04559  -0.35207  -1.37409  0.5603
C  5.23903  -1.53538  -0.88842  -0.0996
O  4.79879  0.83292  -1.76946  -0.2910
O  3.08327  -0.32000  -0.32528  -0.2884
H  2.49691  -2.10618  -4.76367  0.0684
H  1.15331  -0.83690  -4.47030  0.1072
H  1.04057  -2.60830  -4.17680  0.0697
H  1.46968  -1.19879  -2.09824  0.1013
H  2.39130  -2.71351  -2.47352  0.0824
H  4.81719  -2.53522  -0.92831  0.0532
H  5.48632  -1.15822  0.10357  0.0793
H  6.08230  -1.52779  -1.57157  0.0782
C  -1.01634  -4.97500  -3.61417  -0.0412
C  -1.68920  -4.14748  -4.72484  -0.1957
O  -2.94633  -3.54388  -4.26345  -0.2651
S  -4.31446  -4.24609  -4.46068  0.5215
C  -5.13513  -3.15664  -5.55305  -0.1149
O  -4.17291  -5.48725  -5.13282  -0.2687
O  -4.95025  -4.23992  -3.17007  -0.2842
H  0.03173  -5.03478  -3.91491  0.0631
H  -1.44135  -5.97497  -3.46890  0.0739
H  -1.08414  -4.44039  -2.64446  0.0791
H  -1.06944  -3.22918  -4.88445  0.1213
H  -1.82630  -4.75281  -5.58777  0.1027
H  -6.03199  -3.71269  -5.79247  0.0752
H  -4.46011  -2.89902  -6.36067  0.0765
H  -5.36024  -2.21095  -5.07085  0.0679
C  0.52549  -7.73438  0.19319  -0.0536
C  1.73016  -7.72533  -0.65489  -0.1913
O  1.74699  -6.45662  -1.52509  -0.2504
S  2.90521  -6.31488  -2.51081  0.5160
C  4.34905  -5.80952  -1.53629  -0.0975
O  3.15388  -7.53076  -3.17504  -0.2598
O  2.57963  -5.12149  -3.30307  -0.3189
H  0.59652  -6.88635  0.86394  0.0705
H  0.65158  -8.67401  0.78225  0.1122
H  -0.34072  -7.72696  -0.44174  0.0728
H  2.65309  -7.77080  -0.13190  0.0991
H  1.72016  -8.55082  -1.37366  0.1188
H  4.42830  -6.63758  -0.79337  0.0702
H  4.21934  -4.78908  -1.16732  0.0373
H  5.15765  -5.90600  -2.29373  0.0804
C  7.59794  4.43069  -1.85027  -0.0794
C  6.25889  3.77909  -1.85608  -0.2204
O  5.48401  4.49458  -2.94080  -0.2645
S  3.87717  4.61594  -2.69739  0.5908
C  3.26799  3.26361  -3.66317  -0.0983
O  3.56456  4.24736  -1.36185  -0.3068
O  3.40625  5.88604  -3.21180  -0.2868
H  8.00343  4.17090  -2.81907  0.0722
H  8.18493  4.00077  -0.98969  0.1048
H  7.60409  5.52532  -1.74872  0.0892
H  6.31672  2.71255  -2.18346  0.1199
H  5.71503  3.99797  -0.91772  0.0944
H  3.60668  2.40978  -3.07049  0.0466
H  3.74378  3.39315  -4.60769  0.0639
H  2.20651  3.23110  -3.70048  0.0524
C  3.65010  6.12570  2.87066  -0.0726
C  3.62076  5.20581  1.63222  -0.2022
O  4.96210  4.51922  1.51023  -0.2936
S  5.31271  3.17440  2.31861  0.5445
C  4.15285  1.92730  1.75576  -0.1068
O  6.57341  2.80574  1.79340  -0.2712
O  5.11427  3.33545  3.70938  -0.2871
H  2.91041  6.90468  2.77534  0.0520
H  4.58079  6.75039  2.82803  0.0962
H  3.51952  5.58116  3.80355  0.0636
H  2.86327  4.44833  1.75160  0.0865
H  3.59362  5.76754  0.58018  0.1428
H  4.48630  0.99669  2.23088  0.0823
H  4.24427  2.02348  0.65626  0.0623
H  3.13705  2.17162  2.03039  0.0405
C  -3.07497  2.09988  2.07466  -0.0622
C  -1.84579  2.76072  2.61112  -0.2652
O  -2.15406  4.10201  3.00660  -0.2400
S  -1.07145  4.79636  3.89093  0.5770
C  -1.93173  6.23583  4.40083  -0.1100
O  -0.71644  4.08692  5.07658  -0.2697
O  0.00153  5.17526  2.97001  -0.2957
H  -3.92999  2.07984  2.71940  0.0724
H  -2.80723  1.13089  1.62960  0.0703
H  -3.36784  2.78162  1.29276  0.0821
H  -1.37642  2.23893  3.51608  0.1319
H  -1.12321  2.78372  1.81506  0.0787
H  -2.43807  6.76914  3.60399  0.0741
H  -1.08856  6.88596  4.67874  0.0873
H  -2.65727  5.94249  5.15346  0.0771
C  -3.65907  -8.26981  -2.83425  -0.0476
C  -3.80177  -7.81632  -1.37657  -0.2773
O  -3.06141  -6.65936  -1.13602  -0.2650
S  -2.89313  -5.77854  0.20316  0.5332
C  -4.17739  -4.66337  0.01261  -0.1269
O  -3.23871  -6.55479  1.32606  -0.2524
O  -1.60838  -5.21084  0.07857  -0.2439
H  -2.61414  -8.37720  -3.10229  0.0730
H  -3.97285  -7.53367  -3.60205  0.0644
H  -4.34721  -9.11480  -2.92058  0.0837
H  -4.85889  -7.67945  -1.11015  0.1256
H  -3.46950  -8.57888  -0.70993  0.1062
H  -5.19960  -5.07360  0.04371  0.1063
H  -4.07435  -4.02897  -0.83634  0.0415
H  -4.10289  -3.92371  0.78603  0.0531
C  -0.95051  -0.44007  6.93443  -0.0625
C  0.07797  -0.48765  5.82382  -0.2580
O  0.90611  0.67901  5.95921  -0.2582
S  1.80497  1.12400  4.71009  0.5346
C  2.31725  2.69471  5.23909  -0.0929
O  2.88850  0.20349  4.63555  -0.2688
O  1.03043  1.25382  3.54357  -0.2798
H  -0.52726  -0.73542  7.88719  0.0703
H  -1.78052  -1.17011  6.75601  0.0894
H  -1.37570  0.59906  7.06730  0.1009
H  0.73373  -1.32403  6.00209  0.1159
H  -0.28859  -0.50403  4.81093  0.0974
H  1.46799  3.35647  5.01285  0.0520
H  3.21405  2.90318  4.59718  0.0620
H  2.52048  2.65007  6.29248  0.0801
C  -1.80438  -2.05257  2.34762  -0.0344
C  -0.75738  -3.26844  2.46661  -0.1473
O  0.12106  -3.01629  1.24274  -0.3040
S  1.69274  -3.55381  1.39272  0.6054
C  2.46163  -2.18574  2.33319  -0.0772
O  1.58835  -4.74133  2.18250  -0.2898
O  2.25177  -3.63873  0.09647  -0.2666
H  -1.26089  -1.13447  2.39214  0.0457
H  -2.53288  -2.06685  3.14007  0.0547
H  -2.31469  -2.12595  1.37784  0.0478
H  -0.05993  -3.20841  3.35570  0.1121
H  -1.18563  -4.26621  2.32709  0.0911
H  3.49639  -2.40475  2.39874  0.0623
H  2.13487  -2.07702  3.35125  0.0533
H  2.28583  -1.35788  1.68394  0.0298
C  -2.09135  9.59396  -0.06051  -0.1114
O  -1.07520  8.64206  0.28974  -0.2135
C  -1.04156  7.46639  -0.59887  -0.1734
C  0.42841  6.96863  -0.75089  -0.3970
C  0.33277  5.83184  -1.78424  -0.0481
N  0.95243  6.51973  0.52973  0.0620
H  -2.90738  9.52419  0.68445  0.0836
H  -2.57579  9.42784  -1.00583  0.0636
H  -1.57546  10.57633  -0.09771  0.0936
H  -1.67021  6.70385  -0.14911  0.1165
H  -1.54861  7.67900  -1.53878  0.1026
H  1.04754  7.76772  -1.19152  0.1491
H  -0.08012  4.93568  -1.33930  0.0636
H  1.29383  5.70171  -2.16325  0.0126
H  -0.26932  6.20634  -2.64479  0.0969
H  0.80663  7.35737  1.18220  0.1079
H  0.39823  5.82465  0.97248  0.0197
C  -5.47847  -1.22091  2.38299  -0.0871
O  -5.49266  -1.38987  0.95492  -0.1698
C  -5.74106  -0.17318  0.34999  -0.2369
C  -5.25558  -0.04390  -1.10470  -0.4198
C  -5.43266  1.30970  -1.63880  -0.0688
N  -5.91846  -1.06695  -1.98434  0.0709
H  -6.50017  -1.36887  2.79805  0.1010
H  -5.07146  -0.29349  2.79920  0.0778
H  -4.82818  -1.97905  2.78525  0.0598
H  -6.80172  0.08562  0.39104  0.1361
H  -5.12531  0.58482  0.87425  0.0996
H  -4.19090  -0.30488  -1.16100  0.0921
H  -4.62117  1.49830  -2.28868  0.0595
H  -5.49092  2.08325  -0.86959  0.0818
H  -6.36906  1.45266  -2.20002  0.0904
H  -6.90638  -1.06369  -1.89841  0.0575
H  -5.53300  -1.97405  -1.77177  0.0444
C  -1.94018  -1.41267  -1.37279  -0.0920
O  -0.92053  -0.45188  -1.40222  -0.1662
C  -1.41146  0.82204  -1.04499  -0.2024
C  -0.33246  1.63552  -0.43422  -0.4374
C  0.79820  2.17170  -1.27365  -0.0480
N  0.10801  0.84155  0.68683  0.0814
H  -1.48975  -2.33384  -1.58944  0.0702
H  -2.61947  -1.25739  -2.18295  0.0823
H  -2.49142  -1.46609  -0.42953  0.0717
H  -2.00219  1.26793  -1.90313  0.1480
H  -2.14614  0.60817  -0.22527  0.0998
H  -0.77985  2.59263  -0.05565  0.1318
H  0.32302  2.65963  -2.17891  0.1015
H  1.43415  1.32997  -1.53798  0.0609
H  1.43967  2.86619  -0.76729  0.0634
H  0.83031  1.18881  1.32872  0.0614
H  0.52318  -0.02926  0.42545  0.0535

Output
Orbital gap in eV: 8.9588
LUMO energy in eV: 0.1
Net charge: 0
SMILES: CCOS(C)(=O)=O.CCOS(C)(=O)=O.CCOS(C)(=O)=O.CCOS(C)(=O)=O.CCOS(C)(=O)=O.CCOS(C)(=O)=O.CCOS(C)(=O)=O.CCOS(C)(=O)=O.CCOS(C)(=O)=O.COC[C@H](C)N.COC[C@H](C)N.COC[C@H](C)N
Highest occupied orbital energy in eV: -8.8